Here is the molecule C5H8O2 from OMol25. Energies are from ωB97M-V/def2-TZVPD.

HOMO-LUMO gap (eV): 10.29
F_max (hartree/bohr): 0.0092
Energy relative to the best compared isomer or geometry (same formula, charge and spin) (eV): 0.651
SMILES string: CC(=O)CCC=O
Electronic energy (Ha): -345.7810

Cartesian coordinates (Å):
1 O 1.52 -0.45 -0.92
2 O -1.93 -1.85 -1.77
3 C -1.11 -1.66 -0.90
4 C -1.31 -0.64 0.21
5 C 1.33 1.78 -0.10
6 C 0.00 -0.22 0.90
7 C 1.00 0.31 -0.12
8 H -0.20 0.52 1.68
9 H -1.98 -1.10 0.95
10 H 0.44 -1.10 1.38
11 H 0.45 2.39 0.13
12 H 1.76 2.08 -1.05
13 H 2.07 1.96 0.69
14 H -0.17 -2.23 -0.86
15 H -1.86 0.22 -0.21

Here is the molecule C5H8O2 from OMol25. Energies are from ωB97M-V/def2-TZVPD.

HOMO-LUMO gap (eV): 10.50
F_max (hartree/bohr): 0.0115
Energy relative to the best compared isomer or geometry (same formula, charge and spin) (eV): 1.253
SMILES string: O=C1CC[C@@H]1CO
Electronic energy (Ha): -345.7589

Cartesian coordinates (Å):
1 O -1.20 -2.13 0.29
2 O 2.57 0.21 0.43
3 C -1.90 0.16 -0.46
4 C 1.47 -0.42 -0.20
5 C -1.04 -0.95 0.13
6 C -0.70 1.12 -0.25
7 C 0.14 0.00 0.42
8 H 1.46 -0.17 -1.27
9 H 3.37 -0.23 0.12
10 H 0.26 0.12 1.50
11 H -0.91 1.99 0.38
12 H -2.19 -0.03 -1.50
13 H 1.55 -1.51 -0.10
14 H -2.80 0.37 0.12
15 H -0.26 1.47 -1.19